128
Properties=species:S:1:pos:R:3:forces:R:3:lowdin_charge:R:1 method="wB97M-V/def2-TZVPD" e_above_lowest_kcal_mol=20.24 homo_lumo_gap_ev=7.52 e_tot_ha=-6515.84776 multiplicity=1
Sr 0.2253 -0.3544 0.2035 1.04 -0.44 -1.04 1.383
Cl 3.4736 -0.5294 0.6030 0.17 -0.64 -0.55 0.721
C 3.0698 0.6803 1.7618 -0.36 0.80 0.78 -0.734
C 1.7209 0.9362 2.0055 0.41 0.30 0.51 -0.236
C 1.5287 1.9406 2.9528 0.75 -0.40 -0.33 -0.697
Cl -0.0771 2.3401 3.4510 -0.81 0.12 0.43 0.768
C 2.5409 2.6607 3.5829 0.03 0.10 0.11 -0.705
Cl 2.1906 3.9330 4.7009 0.03 -0.10 -0.04 0.693
C 3.8648 2.3338 3.3109 0.00 -0.01 -0.04 -0.713
Cl 5.1471 3.1543 4.1089 0.02 0.03 -0.02 0.687
C 4.1317 1.3217 2.3935 0.18 0.08 0.05 -0.709
Cl 5.7722 0.8861 2.0721 -0.02 0.00 -0.03 0.669
C -5.6122 -1.7421 -1.4357 0.69 -0.01 0.15 -0.182
Si -4.0018 -0.9108 -0.8088 0.11 0.44 -0.15 0.505
C -3.9551 0.6785 -1.8756 -0.13 -0.56 0.48 -0.175
C -4.4111 -0.4105 1.0013 0.23 -0.28 -0.56 -0.137
C -2.3434 -1.8200 -0.9133 -1.08 -0.11 -0.78 -0.354
C -2.1077 -2.5608 0.3353 -0.37 -0.07 -0.34 -0.476
C -2.8315 -3.7174 0.6810 0.06 -0.04 0.22 -0.043
C -2.6028 -4.3609 1.8707 0.12 0.05 0.10 -0.047
C -1.6396 -3.8470 2.7393 0.04 0.03 0.01 -0.063
C -0.9664 -2.7122 2.3419 0.00 -0.36 0.54 -0.154
N -1.1806 -2.0887 1.1851 -0.32 -0.64 0.32 -0.084
Si -2.3710 -3.0134 -2.3833 0.58 -0.12 -0.28 0.505
C -3.8132 -4.2165 -2.8191 0.15 0.55 0.44 -0.186
C -2.1749 -2.0898 -4.0531 -0.11 -0.31 0.62 -0.168
C -0.8872 -4.2097 -2.2121 -0.49 0.37 -0.05 -0.151
H -6.4933 -1.1576 -1.1885 -0.06 0.27 0.15 0.027
H -5.7529 -2.7306 -1.0149 -0.05 -0.31 0.11 0.021
H -5.5914 -1.8481 -2.5144 0.00 -0.04 -0.28 0.014
H -4.9581 1.0869 -1.9212 -0.29 0.18 -0.03 0.033
H -3.6499 0.4722 -2.8949 0.09 -0.07 -0.28 0.018
H -3.3025 1.4468 -1.4711 0.15 0.09 0.04 -0.034
H -5.4503 -0.6312 1.2204 -0.23 -0.05 0.01 0.038
H -4.2832 0.6513 1.1720 0.05 0.32 0.07 -0.003
H -3.8218 -0.9631 1.7278 0.16 -0.14 0.23 0.030
H -3.5903 -4.0671 0.0027 -0.12 -0.10 -0.10 0.092
H -3.1664 -5.2446 2.1351 -0.04 -0.06 0.03 0.111
H -1.4313 -4.3143 3.6890 0.05 0.01 0.07 0.101
H -0.2114 -2.2663 2.9815 0.05 -0.01 0.10 0.114
H -4.6294 -3.6871 -3.2968 -0.22 0.10 -0.10 0.009
H -4.2265 -4.7195 -1.9515 -0.12 -0.15 0.19 0.012
H -3.4823 -4.9929 -3.5058 0.25 0.01 -0.10 0.026
H -2.8522 -1.2474 -4.1352 -0.17 0.26 -0.03 0.019
H -1.1572 -1.7568 -4.2313 0.30 0.08 -0.03 -0.006
H -2.4271 -2.7804 -4.8499 -0.03 -0.16 -0.24 0.030
H -0.7023 -4.4306 -1.1665 0.05 -0.07 0.23 0.019
H 0.0155 -3.7784 -2.6262 0.25 0.16 -0.10 0.000
H -1.0559 -5.1571 -2.7133 -0.12 -0.16 -0.17 0.032
O -0.7783 0.5766 -2.7075 0.27 0.32 0.08 -0.074
H -1.4697 0.4240 -2.0460 -0.25 -0.21 0.00 -0.011
H -0.9799 -0.0699 -3.3916 -0.03 -0.12 0.00 0.021
O -1.4560 0.8711 1.1740 -0.82 -0.02 0.89 -0.336
H -1.2110 1.2543 2.0305 0.06 0.01 0.26 -0.051
H -2.2823 0.3883 1.2833 -0.29 -0.08 0.13 0.015
O 1.4431 1.2382 -1.2087 0.22 0.47 -0.41 -0.191
H 2.3627 1.0886 -1.4481 0.08 0.06 0.01 0.047
H 0.9130 1.2678 -2.0208 -0.03 -0.03 -0.18 0.027
F -4.4937 7.6606 -4.4122 -0.08 0.11 0.30 0.141
C -3.7788 6.5678 -4.7027 -0.05 0.12 -0.32 -0.591
F -2.7580 6.9777 -5.4788 0.23 -0.03 0.01 0.139
F -4.5567 5.8028 -5.4932 -0.06 -0.20 0.02 0.137
C -3.3027 5.8134 -3.4963 0.02 -0.05 -0.10 -0.118
C -2.6146 4.6248 -3.7085 -0.11 0.29 -0.03 -0.001
C -2.1992 3.8842 -2.6199 -0.02 0.03 0.09 -0.078
C -2.4705 4.3197 -1.3272 -0.03 -0.19 0.09 -0.351
C -3.1291 5.5270 -1.1281 0.05 -0.02 -0.16 -0.067
C -3.5471 6.2774 -2.2111 -0.01 0.06 -0.13 0.004
P -1.9855 3.1498 0.0147 -0.09 1.48 -0.74 1.136
C -0.8421 4.3016 0.8796 -0.08 -0.26 0.00 -0.362
C 0.4980 4.1214 0.5483 -0.10 -0.03 0.06 -0.090
C 1.4609 4.9830 1.0315 -0.05 0.23 0.14 -0.001
C 1.0803 6.0373 1.8532 0.10 -0.07 0.01 -0.125
C -0.2492 6.2158 2.2083 0.14 0.05 -0.02 0.004
C -1.2097 5.3441 1.7213 0.08 0.02 0.03 -0.080
C 2.1480 6.9953 2.2995 0.27 0.24 -0.02 -0.594
F 2.4897 7.8443 1.3051 -0.08 -0.02 -0.14 0.137
F 3.2801 6.3685 2.6547 0.05 -0.20 -0.02 0.124
F 1.7919 7.7640 3.3366 -0.31 -0.04 0.15 0.140
C -3.5196 3.2260 1.0142 0.17 -0.23 0.03 -0.353
C -3.4985 3.0493 2.3975 -0.09 -0.01 -0.18 -0.091
C -4.6728 2.8181 3.0944 -0.30 -0.04 0.05 0.004
C -5.8801 2.7552 2.4117 0.02 0.00 -0.02 -0.123
C -5.9219 2.9748 1.0395 0.05 0.02 0.26 0.000
C -4.7484 3.2102 0.3537 -0.02 0.01 -0.02 -0.085
C -7.1666 2.3972 3.0986 -0.33 -0.04 0.14 -0.587
F -7.0172 2.0552 4.3843 0.29 0.01 0.13 0.142
F -7.7636 1.3525 2.4917 0.04 -0.10 -0.14 0.135
F -8.0679 3.3979 3.0760 0.09 0.19 -0.12 0.140
H -2.4239 4.2862 -4.7155 0.02 -0.05 -0.10 0.125
H -1.6752 2.9480 -2.7568 -0.01 -0.08 -0.10 0.080
H -3.3354 5.8796 -0.1289 -0.02 0.02 0.12 0.108
H -4.0674 7.2115 -2.0629 -0.05 0.06 -0.01 0.121
H 0.7745 3.2841 -0.0764 0.14 -0.05 -0.06 0.082
H 2.5025 4.8472 0.7857 0.12 -0.05 -0.05 0.131
H -0.5281 7.0342 2.8567 -0.01 0.02 0.04 0.123
H -2.2399 5.4831 2.0151 -0.11 0.00 -0.02 0.104
H -2.5607 3.0727 2.9339 0.04 0.04 0.04 0.062
H -4.6534 2.6658 4.1629 0.01 -0.03 0.08 0.123
H -6.8662 2.9425 0.5162 -0.07 -0.03 -0.06 0.131
H -4.7849 3.3538 -0.7146 -0.01 0.01 -0.11 0.104
C 4.9333 -1.8713 -6.6287 -0.13 -0.17 0.01 -0.066
C 3.7556 -2.8378 -6.6544 0.39 0.00 -0.04 -0.201
N 2.9531 -2.7568 -5.4392 0.11 0.02 0.00 -0.057
C 1.6246 -2.1970 -5.5690 -0.34 -0.05 -0.06 -0.207
C 0.6809 -3.0963 -6.3681 0.17 0.21 0.16 -0.060
C 3.4893 -3.3193 -4.3329 -0.10 0.13 -0.02 -0.417
O 4.5567 -3.9101 -4.3693 0.14 -0.15 0.08 0.072
C 2.7731 -3.2320 -3.0140 -0.04 -0.03 0.39 -0.093
C 2.7789 -4.3836 -2.2274 -0.05 0.26 -0.03 0.018
C 2.2480 -4.3384 -0.9530 0.01 -0.02 -0.12 -0.026
C 1.6920 -3.1475 -0.5164 0.28 -0.37 -0.05 -0.191
N 1.6870 -2.0414 -1.2435 -0.10 -0.02 -0.13 -0.061
C 2.2451 -2.0760 -2.4461 0.19 -0.14 -0.42 -0.103
H 5.4669 -1.9338 -7.5720 0.13 0.05 -0.13 0.075
H 5.6115 -2.1467 -5.8278 0.09 0.03 0.07 0.070
H 4.6047 -0.8452 -6.4822 -0.06 0.12 -0.01 0.074
H 4.1418 -3.8563 -6.7456 -0.13 0.07 -0.10 0.126
H 3.1121 -2.6202 -7.5051 -0.05 -0.06 0.04 0.110
H 1.7170 -1.2219 -6.0615 -0.07 -0.02 0.12 0.130
H 1.2074 -2.0445 -4.5747 -0.01 0.07 -0.18 0.080
H 1.0712 -3.3021 -7.3600 0.03 -0.03 -0.13 0.066
H -0.2817 -2.6058 -6.4764 -0.15 0.02 -0.03 0.066
H 0.5351 -4.0421 -5.8548 -0.04 -0.14 0.09 0.082
H 3.2194 -5.2803 -2.6334 0.08 -0.12 0.03 0.129
H 2.2529 -5.2132 -0.3225 -0.04 -0.04 0.10 0.118
H 1.2584 -3.0684 0.4675 -0.15 -0.15 0.27 0.094
H 2.3049 -1.1250 -2.9621 -0.09 0.01 -0.13 0.124